Computed, not measured: a molecular structure, C25H16Br2F3N4O3RuS3, with ωB97M-V/def2-TZVPD.

Structure (XYZ):
```
57
Properties=species:S:1:pos:R:3:lowdin_charge:R:1
Ru 0.170 -0.312 -0.055 1.39
F 2.949 -2.751 5.271 0.15
C 1.959 -2.180 4.578 -0.62
F 1.573 -1.096 5.264 0.15
F 0.938 -3.042 4.592 0.12
C 2.388 -1.813 3.176 -0.11
C 3.722 -1.832 2.823 0.03
C 4.089 -1.442 1.536 -0.04
C 3.104 -1.025 0.661 -0.11
N 1.814 -1.008 0.992 -0.14
C 1.426 -1.407 2.226 -0.70
S -0.268 -1.399 2.478 0.70
H 4.465 -2.162 3.535 0.13
H 5.118 -1.462 1.222 0.11
H 3.350 -0.695 -0.342 0.12
Br 1.306 1.214 -5.050 0.89
C 1.302 -0.515 -4.304 -0.57
C 1.521 -1.630 -5.092 -0.14
C 1.392 -2.901 -4.568 -0.57
Br 1.761 -4.378 -5.695 0.88
C 0.938 -3.099 -3.235 -0.17
C 0.595 -4.344 -2.680 0.01
C 0.051 -4.390 -1.414 0.01
C -0.134 -3.210 -0.700 -0.08
N 0.234 -2.023 -1.174 -0.06
C 0.772 -1.953 -2.416 -0.19
C 1.050 -0.617 -2.908 -0.44
O 1.005 0.382 -2.148 -0.05
H 1.794 -1.504 -6.128 0.11
H 0.725 -5.245 -3.259 0.10
H -0.250 -5.322 -0.964 0.13
H -0.612 -3.211 0.275 0.09
O 0.344 2.751 3.257 0.09
C -0.676 3.490 2.843 -0.26
C -1.141 4.507 3.687 0.00
C -2.185 5.309 3.293 -0.06
C -2.800 5.124 2.051 -0.08
C -2.382 4.106 1.221 -0.02
C -1.331 3.267 1.605 -0.08
C -0.981 2.103 0.805 -0.38
O 0.058 1.390 1.062 -0.19
N -1.788 1.770 -0.187 0.00
N -1.504 0.612 -0.783 -0.24
C -2.097 0.508 -1.952 -0.87
S -2.191 -0.950 -2.880 1.00
C -3.566 -0.320 -3.920 -0.46
C -3.304 1.142 -4.178 -0.48
S -2.878 1.924 -2.577 1.02
H 0.552 2.074 2.578 0.08
H -0.654 4.636 4.641 0.12
H -2.533 6.091 3.949 0.11
H -3.605 5.772 1.744 0.10
H -2.861 3.923 0.273 0.10
H -4.490 -0.476 -3.360 0.09
H -3.579 -0.911 -4.833 0.09
H -4.188 1.645 -4.564 0.09
H -2.467 1.296 -4.861 0.08
```

- DFT total energy: -8143.89294 Ha
- Multiplicity: 5
- Energy above the lowest of the compared OMol25 structures with the same formula, charge and spin: 21.7 kcal per mole
- Total charge: +1
- F_max: 2.4 eV/A



Computed, not measured: a molecular structure, C25H16BrLaN3O2S, with ωB97M-V/def2-TZVPD.

Structure (XYZ):
```
49
Properties=species:S:1:pos:R:3:lowdin_charge:R:1
La -0.037 0.184 0.059 1.92
O 0.137 2.039 1.375 -0.34
C -0.750 2.894 1.848 -0.37
C -0.587 3.451 3.124 -0.02
C -1.524 4.321 3.644 -0.10
C -2.653 4.687 2.911 -0.12
C -2.811 4.164 1.644 -0.06
C -1.883 3.275 1.086 -0.15
C -2.148 2.865 -0.299 -0.09
N -1.425 2.049 -0.961 -0.14
N -1.792 1.813 -2.294 0.06
C -0.910 1.030 -2.851 -0.50
O 0.141 0.521 -2.296 -0.30
C -1.171 0.637 -4.277 -0.14
C -0.401 -0.378 -4.837 -0.03
C -0.615 -0.778 -6.150 -0.09
C -1.594 -0.159 -6.914 -0.11
C -2.363 0.857 -6.357 -0.10
C -2.155 1.251 -5.045 -0.04
H 0.286 3.154 3.691 0.11
H -1.373 4.716 4.643 0.10
H -3.388 5.364 3.325 0.09
H -3.673 4.437 1.044 0.10
H -3.005 3.322 -0.798 0.12
H 0.362 -0.839 -4.223 0.10
H -0.014 -1.572 -6.575 0.10
H -1.762 -0.466 -7.939 0.09
H -3.129 1.347 -6.946 0.09
H -2.751 2.035 -4.596 0.10
Br 0.241 -2.820 -1.237 0.78
C 1.709 -3.529 -0.277 -0.60
C 2.121 -4.784 -0.610 -0.15
C 3.185 -5.369 0.116 -0.10
C 3.770 -4.689 1.141 -0.05
C 3.333 -3.384 1.487 -0.18
C 3.917 -2.692 2.583 -0.07
C 3.476 -1.451 2.921 -0.10
C 2.450 -0.832 2.152 -0.18
C 1.843 -1.418 1.064 -0.25
C 2.294 -2.748 0.763 -0.26
H 1.634 -5.332 -1.406 0.09
H 3.517 -6.366 -0.145 0.10
H 4.574 -5.141 1.711 0.10
H 4.707 -3.174 3.150 0.10
H 3.910 -0.933 3.769 0.09
H 2.158 0.172 2.464 0.07
S -3.158 -1.371 3.576 0.44
C -2.508 -1.019 2.108 -0.99
N -2.026 -0.766 1.065 -0.16
```

- DFT total energy: -4281.03090 Ha
- Energy above the lowest of the compared OMol25 structures with the same formula, charge and spin: 9.6 kcal per mole
- Total charge: -1
- F_max: 1.1 eV/A



Computed, not measured: a molecular structure, C25H16CoN7, with ωB97M-V/def2-TZVPD.

Structure (XYZ):
```
49
Properties=species:S:1:pos:R:3:lowdin_charge:R:1
Co -0.303 -0.639 0.138 0.62
C -2.284 -0.059 3.915 -0.07
C -1.380 -0.576 2.998 -0.07
N -1.046 0.095 1.899 0.06
C -1.602 1.316 1.723 -0.14
C -2.509 1.807 2.653 -0.03
N -2.856 1.123 3.733 0.12
C -1.200 2.016 0.485 -0.16
C -1.683 3.214 -0.011 0.08
C -1.290 3.628 -1.289 -0.10
C -0.345 2.859 -1.978 0.08
C 0.132 1.697 -1.398 -0.18
N -0.324 1.302 -0.215 0.06
C 1.091 0.718 -1.955 -0.15
C 2.001 0.996 -2.965 -0.04
N 2.892 0.107 -3.378 0.12
C 2.888 -1.079 -2.789 -0.07
C 1.990 -1.386 -1.775 -0.05
N 1.097 -0.496 -1.351 0.06
C -1.905 4.815 -1.920 -0.17
C -3.181 5.240 -1.557 -0.01
C -3.729 6.350 -2.184 -0.11
N -3.101 7.025 -3.137 0.08
C -1.891 6.622 -3.499 -0.12
C -1.253 5.535 -2.919 -0.01
H -2.560 -0.608 4.806 0.12
H -0.914 -1.540 3.155 0.13
H -2.970 2.780 2.525 0.13
H -2.352 3.822 0.580 0.12
H -0.031 3.137 -2.974 0.12
H 2.025 1.970 -3.440 0.13
H 3.618 -1.801 -3.132 0.12
H 1.996 -2.359 -1.303 0.12
H -3.774 4.707 -0.825 0.11
H -4.714 6.709 -1.909 0.12
H -1.404 7.191 -4.282 0.12
H -0.251 5.282 -3.241 0.11
N -7.386 -0.482 -0.382 0.17
C -6.256 -0.683 -0.439 -0.18
C -4.841 -0.898 -0.501 -0.23
C -4.077 -0.216 -1.447 -0.02
C -2.697 -0.348 -1.439 -0.10
C -2.055 -1.146 -0.493 -0.18
C -2.842 -1.908 0.377 -0.12
C -4.222 -1.777 0.387 -0.02
H -4.564 0.430 -2.166 0.12
H -2.125 0.186 -2.191 0.10
H -2.385 -2.618 1.059 0.10
H -4.822 -2.335 1.095 0.12
```

- DFT total energy: -2728.08421 Ha
- Multiplicity: 2
- Energy above the lowest of the compared OMol25 structures with the same formula, charge and spin: 28.9 kcal per mole
- Total charge: +1
- F_max: 0.9 eV/A



Computed, not measured: a molecular structure, C25H16IrN7S2, with ωB97M-V/def2-TZVPD.

Structure (XYZ):
```
51
Properties=species:S:1:pos:R:3:lowdin_charge:R:1
Ir 0.841 0.814 -0.070 1.32
C -2.275 3.667 0.907 -0.03
C -1.062 3.138 0.487 -0.05
N -0.901 1.821 0.366 -0.06
C -1.944 0.994 0.691 -0.14
C -3.144 1.570 1.150 0.00
N -3.267 2.859 1.231 0.15
C -1.652 -0.418 0.619 -0.16
C -2.558 -1.464 0.632 0.10
C -2.119 -2.798 0.529 -0.06
C -0.728 -3.006 0.463 0.10
C 0.146 -1.933 0.440 -0.17
N -0.313 -0.652 0.508 -0.06
C 1.584 -1.986 0.329 -0.15
C 2.386 -3.127 0.529 -0.01
N 3.679 -3.040 0.497 0.14
C 4.293 -1.892 0.285 -0.03
C 3.535 -0.745 0.073 -0.05
N 2.204 -0.788 0.086 -0.06
C -3.074 -3.919 0.479 -0.15
C -4.441 -3.724 0.730 0.02
C -5.304 -4.814 0.708 -0.09
N -4.822 -5.991 0.454 0.10
C -3.581 -6.259 0.189 -0.09
C -2.652 -5.224 0.178 0.02
H -2.440 4.729 0.984 0.14
H -0.226 3.782 0.253 0.11
H -3.981 0.969 1.474 0.14
H -3.608 -1.228 0.668 0.12
H -0.317 -4.000 0.417 0.12
H 1.957 -4.097 0.738 0.14
H 5.375 -1.890 0.275 0.14
H 4.020 0.203 -0.115 0.12
H -4.875 -2.761 0.941 0.11
H -6.367 -4.711 0.891 0.13
H -3.303 -7.283 -0.025 0.13
H -1.638 -5.470 -0.087 0.11
S 0.902 0.522 -2.734 0.91
C 1.768 1.927 -2.379 -1.05
N 1.869 2.326 -1.097 -0.17
C 2.506 3.523 -1.002 -0.25
C 2.722 4.284 0.157 0.02
C 3.390 5.484 0.042 0.02
C 3.879 5.941 -1.197 0.05
C 3.669 5.217 -2.356 -0.01
C 2.965 4.024 -2.263 -0.39
S 2.523 2.968 -3.557 1.19
H 2.372 3.934 1.117 0.13
H 3.556 6.088 0.920 0.14
H 4.418 6.876 -1.243 0.15
H 4.035 5.561 -3.310 0.14
```

- DFT total energy: -2245.27187 Ha
- Multiplicity: 2
- Total charge: +3
- F_max: 3.1 eV/A



Among the records above, which one has the highest total charge? C25H16IrN7S2